1.
{
  "formula": "CH25O15",
  "method": "the ωB97M-V functional and the def2-TZVPD basis",
  "de_lowest_kcal_mol": 44.7,
  "orbital_gap_ev": 10.27,
  "charge": -1,
  "max_force_ev_per_a": 3.45,
  "elements": ["C", "O", "O", "O", "H", "O", "H", "H", "O", "H", "H", "O", "H", "H", "O", "H", "H", "O", "H", "H", "O", "H", "H", "O", "H", "H", "O", "H", "H", "O", "H", "H", "O", "H", "H", "O", "H", "H", "O", "H", "H"],
  "xyz": [[-0.29193, 0.08660, 0.21732], [0.85600, -0.34809, 0.25546], [-0.94343, 0.03774, -0.91967], [-0.94431, 0.60243, 1.15376], [-0.41831, -0.52005, -1.50212], [3.45646, -0.95795, -1.58104], [3.60711, -0.02986, -1.66100], [3.56796, -1.07207, -0.67248], [-3.62065, 0.30973, -1.23680], [-3.73347, 0.49963, -2.14825], [-2.64633, 0.35080, -1.15392], [1.42736, -3.20217, -0.81752], [1.90192, -3.19437, -1.64645], [1.39877, -2.30196, -0.54256], [1.09846, -0.65391, -3.14324], [0.38584, -0.02643, -3.22450], [1.67855, -0.31722, -2.45633], [0.73134, -0.88762, 3.12199], [0.72545, -0.69873, 2.19318], [1.11006, -1.73782, 2.96436], [-2.70433, 2.52090, 1.50056], [-3.11950, 2.39077, 2.29857], [-1.95168, 1.89682, 1.51532], [-3.15393, -0.64656, 2.23655], [-3.95059, -0.21114, 1.94664], [-2.46492, -0.12951, 1.86049], [3.22348, -1.18777, 1.11704], [3.06628, -2.01145, 1.62755], [2.38241, -0.94748, 0.82413], [-1.83658, -2.35928, -2.24868], [-1.79747, -3.31131, -2.29133], [-2.30414, -2.00561, -1.47597], [1.97618, 2.22766, -0.10788], [1.51281, 1.43107, 0.07695], [2.28843, 2.42558, 0.77174], [1.18553, 2.09029, 2.71111], [0.53365, 1.37712, 2.59495], [0.67143, 2.91041, 2.47461], [-1.09400, 2.88454, -1.34685], [-0.93095, 2.70323, -2.32298], [-0.87896, 2.01301, -0.96269]],
  "forces_ev_per_a": [[-1.414, 0.960, 2.992], [1.413, -0.881, -0.187], [-0.603, -0.404, -2.126], [0.998, -0.228, -0.092], [0.134, -0.514, -0.707], [-0.336, -0.173, -2.648], [0.279, 1.182, -0.390], [0.331, -0.856, 2.855], [0.641, -0.410, 0.926], [-0.500, 0.297, -1.326], [-0.666, 0.058, 0.405], [-0.142, -1.490, 0.093], [0.162, 0.211, -0.294], [-0.135, 1.303, 0.180], [-0.190, -0.316, -0.158], [-0.244, 0.401, -0.249], [0.364, -0.117, 0.308], [-0.018, -0.112, 0.436], [-0.549, 1.406, -1.168], [0.493, -1.445, 1.006], [1.525, 0.569, -2.395], [-1.570, -0.379, 2.876], [-0.335, 0.265, -0.397], [-1.085, -1.048, 0.904], [-0.388, 0.152, -0.251], [1.319, 0.686, -0.654], [2.503, -1.808, 1.529], [0.391, 0.777, -0.572], [-2.536, 1.074, -0.643], [0.127, 1.080, -0.419], [-0.190, -0.178, 0.624], [-0.044, -0.758, -0.187], [0.767, 1.013, -0.727], [-0.572, -1.299, 0.042], [0.217, 0.332, 0.556], [-0.861, 1.313, -0.249], [0.156, 0.164, 0.005], [0.694, -1.313, 0.310], [0.463, -0.872, -1.979], [-0.297, 0.538, 1.838], [-0.301, 0.820, -0.067]]
}

***

2.
{
  "formula": "C5H10N3O3",
  "method": "the ωB97M-V functional and the def2-TZVPD basis",
  "de_lowest_kcal_mol": 95.3,
  "orbital_gap_ev": 2.96,
  "charge": -1,
  "max_force_ev_per_a": 6.55,
  "elements": ["C", "C", "C", "C", "C", "N", "N", "N", "O", "O", "O", "H", "H", "H", "H", "H", "H", "H", "H", "H", "H"],
  "xyz": [[0.31289, 0.22712, 0.19761], [-0.89639, 1.13967, 0.58991], [-0.18760, -1.22807, 0.57518], [-2.10490, 0.94792, -0.34694], [0.64683, -2.29211, 0.12895], [-2.69742, -0.21314, -0.00374], [1.36714, -3.10102, -0.24632], [4.49394, 1.43490, -0.48165], [-3.49202, -0.72205, -1.06533], [4.82094, 0.11788, -0.13388], [3.27635, 1.52468, -0.87627], [0.58378, 0.29728, -0.85825], [1.30422, 0.47669, 0.74019], [-1.21885, 0.89760, 1.64872], [-0.63871, 2.17557, 0.68726], [-0.41112, -1.20351, 1.66795], [-1.32740, -1.25018, 0.31719], [-2.76960, 1.81509, -0.36704], [-1.57206, 0.82908, -1.27044], [-3.38772, -1.61249, -0.74987], [3.89769, -0.26089, -0.15323]],
  "forces_ev_per_a": [[0.051, -0.460, 1.311], [-0.042, -0.391, 1.309], [-0.635, 1.402, 0.880], [1.788, 0.822, 0.252], [-0.264, 0.509, 0.547], [-0.451, -1.676, 3.323], [0.618, -0.791, -0.414], [-5.090, -0.775, -1.808], [-0.624, -0.256, -1.218], [-1.940, 1.765, -0.336], [6.156, -0.543, 2.160], [-0.360, 0.002, -0.051], [-1.586, -0.265, -0.436], [0.287, -0.115, -0.958], [0.475, 0.773, -0.413], [0.916, -0.454, -0.432], [0.498, 0.354, -0.945], [-0.118, 0.910, -0.224], [0.068, 0.492, -1.874], [-0.598, -0.830, -0.622], [0.850, -0.474, -0.051]]
}

***

3.
{
  "formula": "C53H63CsN11O2S",
  "method": "the ωB97M-V functional and the def2-TZVPD basis",
  "de_lowest_kcal_mol": 46.8,
  "orbital_gap_ev": 3.79,
  "charge": -1,
  "max_force_ev_per_a": 0.99,
  "elements": ["Cs", "O", "C", "O", "C", "C", "C", "C", "C", "C", "N", "C", "C", "C", "C", "C", "C", "N", "H", "H", "H", "H", "H", "H", "H", "H", "H", "H", "C", "N", "C", "C", "N", "C", "C", "C", "C", "C", "C", "C", "C", "C", "N", "C", "N", "C", "C", "N", "C", "C", "C", "N", "C", "C", "H", "H", "H", "H", "H", "H", "H", "H", "H", "H", "H", "H", "H", "H", "H", "H", "H", "H", "H", "H", "H", "H", "H", "H", "H", "H", "H", "H", "H", "H", "C", "C", "C", "C", "N", "C", "S", "N", "H", "H", "H", "H", "H", "C", "N", "C", "C", "C", "C", "C", "C", "C", "C", "H", "H", "H", "H", "H", "H", "H", "H", "H", "H", "H", "H", "H", "C", "C", "C", "C", "C", "C", "H", "H", "H", "H", "H"],
  "xyz": [[1.23267, -1.06693, -0.45042], [-1.35736, 6.49660, 3.08474], [-2.39908, 6.45486, 2.21757], [-3.15928, 7.38774, 2.15356], [-2.53713, 5.22394, 1.38538], [-3.72330, 5.06631, 0.66712], [-3.92751, 3.94666, -0.11465], [-2.93747, 2.96366, -0.19449], [-1.73475, 3.13362, 0.49387], [-1.54482, 4.24973, 1.28369], [-3.02103, 1.79040, -0.95533], [-4.12495, 1.25215, -1.29207], [-4.12835, -0.01029, -2.06085], [-5.31544, -0.50822, -2.58909], [-5.26669, -1.68065, -3.32875], [-4.04376, -2.30344, -3.50674], [-2.90953, -1.74173, -2.92105], [-2.95098, -0.62850, -2.20490], [-0.88148, 5.65689, 3.08311], [-4.47410, 5.84084, 0.73876], [-4.84766, 3.84838, -0.67613], [-0.96727, 2.37434, 0.40843], [-0.59131, 4.34515, 1.79104], [-5.11006, 1.65556, -1.02143], [-6.24817, 0.01677, -2.42821], [-6.16892, -2.09489, -3.76072], [-3.95130, -3.21235, -4.08618], [-1.93445, -2.20865, -3.03800], [-0.13293, 1.33033, -2.66140], [0.20406, 2.66267, -2.18202], [-0.66134, 3.71176, -2.66991], [1.11089, 2.84645, -1.17818], [1.48271, 1.85044, -0.45296], [2.74251, 1.81012, 0.15436], [3.84436, 2.13785, -0.61041], [5.15395, 2.01696, -0.12190], [5.36375, 1.53211, 1.13236], [4.27209, 1.14027, 1.94632], [4.53815, 0.55903, 3.20684], [3.51661, 0.09647, 3.97935], [2.19450, 0.25139, 3.55294], [1.87395, 0.86846, 2.36141], [0.53541, 0.96165, 1.97947], [-0.37999, 1.27714, 2.83103], [-0.21883, 2.08789, 3.96361], [-0.63002, 1.57466, 5.25490], [0.86085, 3.04362, 4.03246], [-1.65987, 0.85598, 2.62745], [-1.93328, -0.18631, 1.65395], [-2.82118, 1.53676, 3.14859], [2.93283, 1.28449, 1.48278], [1.52078, 4.17115, -1.00961], [1.99836, 4.60808, 0.28072], [2.06962, 4.90120, -2.13084], [-0.16693, 1.34151, -3.75472], [-1.10012, 1.00337, -2.27363], [0.62042, 0.61358, -2.35220], [-1.69632, 3.35977, -2.65714], [-0.41407, 3.98877, -3.70134], [-0.58680, 4.59477, -2.03875], [3.68020, 2.46177, -1.63157], [5.98911, 2.28084, -0.75909], [6.36653, 1.39536, 1.51752], [5.56931, 0.43057, 3.50876], [3.71994, -0.41831, 4.90974], [1.39121, -0.17599, 4.13879], [-1.26131, 0.69963, 5.12694], [-1.18465, 2.32900, 5.82105], [0.24787, 1.27807, 5.84246], [1.16793, 3.33411, 3.02931], [1.74617, 2.64963, 4.54450], [0.51525, 3.93128, 4.57436], [-1.06509, -0.82756, 1.54074], [-2.19888, 0.23359, 0.67920], [-2.75103, -0.80959, 2.02147], [-2.54155, 2.49104, 3.58790], [-3.33513, 0.93224, 3.90392], [-3.52775, 1.72615, 2.33478], [1.55534, 3.98664, 1.05595], [1.69462, 5.64773, 0.43896], [3.08821, 4.53926, 0.37799], [1.83601, 4.39029, -3.06197], [3.16169, 4.97148, -2.04334], [1.66287, 5.91609, -2.17824], [2.99845, -0.07060, -6.04967], [2.30194, -1.39682, -5.93228], [2.16836, -2.25644, -7.01740], [1.47886, -3.43307, -6.77149], [0.97641, -3.75628, -5.59504], [1.16585, -2.87470, -4.58748], [0.55416, -3.24982, -3.02490], [1.80968, -1.69643, -4.74121], [3.52894, 0.02386, -6.99647], [3.69943, 0.05015, -5.22463], [2.26705, 0.73617, -5.97641], [2.57466, -2.02258, -7.99132], [1.32261, -4.15495, -7.56985], [0.06694, -5.41993, -0.09092], [-1.36819, -5.44408, -0.50919], [-1.52021, -6.01960, -1.86664], [-2.00154, -4.06101, -0.37020], [-2.31262, -3.80547, 1.07812], [-3.60079, -4.12029, 1.53246], [-3.90937, -3.95889, 2.87241], [-2.91212, -3.50056, 3.73223], [-1.64828, -3.19862, 3.24463], [-1.27401, -3.31396, 1.88794], [0.40003, -6.44421, 0.06728], [0.14468, -4.81160, 0.81125], [0.63717, -4.95956, -0.89516], [-1.87467, -6.02676, 0.15957], [-0.98629, -5.37370, -2.57041], [-2.57975, -6.07207, -2.11084], [-1.08176, -7.01608, -1.87632], [-2.88812, -4.06170, -1.00552], [-1.25282, -3.36070, -0.74516], [-4.36792, -4.46513, 0.84165], [-4.90246, -4.18278, 3.24313], [-3.13597, -3.37895, 4.78903], [-0.91068, -2.83781, 3.96115], [4.93512, -4.82718, 1.36293], [5.27246, -3.53155, 0.99488], [4.31345, -2.52302, 1.05721], [2.97647, -2.71091, 1.46100], [2.70265, -4.04325, 1.83355], [3.63712, -5.07497, 1.79409], [5.66700, -5.62630, 1.31737], [6.28344, -3.31303, 0.66080], [4.64474, -1.52091, 0.77249], [1.70234, -4.28684, 2.19001], [3.36001, -6.08070, 2.10140]],
  "forces_ev_per_a": [[-0.022, -0.874, 0.465], [-0.148, 0.027, -0.082], [-0.087, 0.294, 0.076], [0.293, -0.296, 0.056], [-0.050, -0.066, -0.058], [0.090, 0.022, 0.087], [0.073, -0.045, -0.040], [0.009, 0.090, 0.155], [-0.166, 0.003, -0.076], [-0.058, 0.075, 0.001], [-0.586, -0.345, -0.369], [0.439, 0.289, 0.291], [0.050, -0.143, -0.029], [0.147, 0.083, 0.063], [0.059, -0.071, -0.034], [-0.073, 0.022, 0.009], [-0.085, -0.047, -0.046], [-0.052, 0.117, -0.047], [-0.022, 0.002, -0.001], [-0.003, 0.017, 0.003], [0.003, -0.022, -0.024], [0.069, -0.040, -0.009], [0.003, 0.012, 0.030], [0.079, 0.012, 0.044], [-0.016, 0.016, 0.008], [0.003, -0.003, -0.002], [-0.005, -0.005, -0.004], [0.067, -0.028, 0.000], [0.098, -0.009, -0.037], [-0.001, -0.016, -0.043], [-0.077, 0.051, -0.001], [0.132, 0.010, -0.064], [-0.133, 0.308, 0.033], [0.016, 0.108, -0.049], [-0.041, -0.011, 0.017], [0.039, -0.012, 0.016], [0.029, 0.015, -0.016], [0.018, -0.020, 0.013], [0.005, -0.014, -0.009], [0.043, 0.009, 0.009], [-0.041, -0.003, -0.062], [-0.012, -0.039, 0.076], [-0.111, 0.155, -0.064], [0.076, -0.027, -0.012], [0.021, -0.018, -0.031], [-0.007, 0.008, 0.032], [0.033, 0.013, -0.025], [-0.007, -0.032, 0.014], [0.044, -0.038, 0.026], [-0.062, 0.024, 0.021], [-0.021, 0.123, -0.017], [0.004, -0.048, 0.057], [0.019, 0.054, 0.046], [0.018, 0.022, -0.045], [-0.019, -0.012, 0.012], [0.056, 0.014, -0.012], [-0.010, 0.275, -0.278], [0.026, 0.011, -0.011], [-0.008, 0.007, 0.005], [-0.012, -0.018, -0.009], [-0.008, 0.001, -0.012], [0.010, 0.004, -0.001], [0.007, 0.002, 0.005], [0.026, -0.001, 0.007], [0.004, -0.002, 0.002], [-0.026, -0.011, 0.010], [-0.028, -0.019, -0.002], [-0.007, 0.014, 0.023], [-0.007, -0.008, -0.003], [0.000, -0.008, 0.016], [-0.018, 0.016, -0.017], [-0.004, 0.024, 0.014], [-0.042, -0.053, 0.090], [0.004, -0.003, -0.017], [-0.016, 0.015, -0.036], [-0.002, 0.011, 0.011], [-0.003, 0.003, -0.009], [-0.001, 0.015, 0.008], [0.021, -0.007, -0.006], [-0.006, -0.003, 0.011], [-0.024, 0.006, -0.005], [0.005, 0.013, 0.001], [-0.009, -0.002, -0.006], [0.006, 0.011, -0.001], [0.004, -0.001, -0.003], [0.021, -0.010, -0.083], [0.003, 0.008, 0.011], [0.045, 0.039, -0.094], [-0.013, -0.096, -0.053], [-0.116, 0.089, 0.154], [-0.278, -0.200, 0.051], [0.045, 0.091, 0.014], [0.009, 0.006, -0.018], [0.009, -0.001, 0.006], [-0.012, 0.014, 0.004], [0.004, 0.005, -0.012], [0.006, -0.002, -0.018], [0.098, 0.036, 0.014], [-0.086, 0.025, -0.005], [0.048, 0.043, -0.066], [0.196, -0.035, 0.091], [-0.008, 0.039, -0.024], [-0.039, 0.051, 0.019], [-0.036, -0.012, -0.005], [-0.042, -0.012, 0.046], [0.069, -0.007, -0.057], [0.030, -0.042, -0.020], [0.007, 0.004, 0.018], [-0.001, -0.021, 0.013], [0.024, 0.023, -0.030], [0.043, 0.088, -0.001], [-0.049, -0.009, 0.041], [-0.006, 0.003, -0.014], [0.004, -0.001, 0.003], [0.013, -0.034, -0.072], [-0.145, -0.050, -0.092], [-0.041, -0.022, -0.033], [-0.019, -0.006, 0.003], [-0.004, 0.002, 0.004], [0.020, 0.010, 0.014], [0.036, -0.024, -0.012], [0.044, -0.054, 0.042], [-0.028, 0.009, -0.013], [0.070, 0.057, 0.044], [0.056, 0.090, 0.023], [0.006, -0.055, 0.009], [0.018, -0.017, 0.001], [0.038, 0.017, -0.013], [0.037, 0.034, -0.079], [-0.066, -0.020, 0.035], [-0.024, -0.050, 0.014]]
}